Record 1
16
Properties=species:S:1:pos:R:3:forces:R:3 method="wB97M-V/def2-TZVPD" e_homo_ev=-14.608 spin_multiplicity=1 homo_lumo_gap_ev=11.5 total_charge=+1
N -1.259628 -2.162296 1.134760 0.1701 -2.5972 0.9839
H 1.482098 0.817230 -3.301775 -0.0939 0.6033 0.4571
O 0.789873 0.550487 -2.674261 0.3484 -1.4729 -1.1265
H -2.883131 -0.609005 0.499247 0.1858 0.7475 -0.0490
N 0.367085 -0.590911 0.511541 -2.8592 -0.3876 0.8679
H 0.625099 -0.335531 -3.082378 -0.2929 0.8182 0.7829
H 2.697784 2.995421 0.011320 -0.8510 -0.5157 -0.5774
H 2.190744 3.127898 1.295294 -0.0843 0.7469 2.5950
C -0.942544 -0.926733 0.806477 3.1490 -1.7922 -1.2335
O 1.884181 2.756672 0.504045 0.8477 -0.3661 -2.0177
H 0.478805 0.291733 0.089141 0.5362 1.1715 -0.6234
H -2.193301 -2.321027 1.485609 0.1170 -0.0208 -0.0285
H -0.676776 -3.023009 1.178422 -0.2201 1.6006 -0.1770
N -1.986635 -0.151951 0.624797 0.1741 -0.7164 0.5292
H 1.198132 -1.171017 0.552513 -0.7063 -0.1622 0.3310
H -1.771781 0.752033 0.365251 -0.4207 2.3432 -0.7139

Record 2
10
Properties=species:S:1:pos:R:3:forces:R:3 method="wB97M-V/def2-TZVPD" e_homo_ev="-2.709 / -2.710" spin_multiplicity=1 homo_lumo_gap_ev="6.1 / 6.1" total_charge=-1
C -0.824375 1.179533 -0.399655 -3.2936 1.7872 -1.5469
H 1.697558 0.740154 -1.028756 1.0006 -0.3055 -0.1925
C -0.443635 -0.618039 0.969286 -1.0341 -0.9079 -2.4899
C 0.156370 0.626747 0.123546 2.6784 -2.7830 2.7100
S -2.179531 1.792945 -0.970178 0.2354 0.2348 -0.1198
S -0.489286 -2.496588 -1.270724 -0.3363 0.8194 1.2644
H 2.184018 0.138905 0.547109 -1.2496 0.4265 -0.9925
C -0.916371 -1.452721 -0.072494 1.1996 -0.0713 -0.7789
N 1.543080 0.705791 -0.041416 0.3089 0.4211 0.4314
O -0.727824 -0.616723 2.143284 0.4908 0.3787 1.7149

Record 3
6
Properties=species:S:1:pos:R:3:forces:R:3 method="wB97M-V/def2-TZVPD" e_homo_ev="-5.670 / -5.688" spin_multiplicity=2 homo_lumo_gap_ev="4.2 / 5.2" s2=1.203
O 0.210077 0.824091 -0.288312 0.5227 0.0328 0.0559
H 0.466657 -1.253631 -0.117436 0.1048 0.2247 0.1136
H -2.091727 -0.675522 0.252367 -0.2578 -0.5453 0.0994
C 0.843930 -0.220314 -0.115952 -0.4603 0.1367 -0.2099
K -2.395219 1.491828 -0.003031 0.1686 0.1821 -0.0555
Mg 2.966281 -0.166451 0.272363 -0.0780 -0.0310 -0.0035

Record 4
19
Properties=species:S:1:pos:R:3:forces:R:3 method="wB97M-V/def2-TZVPD" smiles="NC(=O)CC/C=C(/N)O" e_homo_ev=-8.196 spin_multiplicity=1 homo_lumo_gap_ev=8.8
H -0.857106 -2.454680 -1.909748 0.0296 0.0300 -0.0401
H 1.584141 -1.063308 1.702862 0.0811 0.1060 -0.0188
H 0.494991 1.041946 2.574425 -0.0214 0.0051 0.0808
O 0.789292 0.283366 -1.738396 -0.1864 -0.1383 -0.0628
C 0.216732 -0.872549 -1.275908 0.0545 -0.3033 0.0878
C -0.020908 0.359060 1.896761 0.0174 -0.1087 -0.0437
C 1.000343 -0.414704 1.045286 -0.1343 -0.0458 -0.0744
H -0.614806 -0.341355 2.484620 -0.0312 0.1050 -0.0270
N -0.374206 -1.648952 -2.280380 0.0766 0.1645 -0.2189
H 1.685060 0.278315 0.554026 0.1105 -0.0296 0.0834
O -2.165283 0.923862 0.952152 -0.3461 -0.1142 -0.0003
C -0.977005 1.148850 1.019515 0.1648 -0.0625 0.3854
H -0.985327 -1.118308 -2.890205 -0.0701 -0.0370 0.1397
H -0.205024 -2.125266 0.329093 -0.1958 -0.1278 -0.0585
C 0.305095 -1.234284 0.002472 0.2306 0.2835 -0.0571
H 0.870255 0.215803 -2.696612 0.1059 -0.0558 0.0167
H 0.601492 2.203253 0.232622 -0.0282 -0.0251 -0.0237
N -0.396269 2.170351 0.344162 0.1351 0.4373 -0.1957
H -0.951467 2.648600 -0.346748 0.0075 -0.0831 0.0274

Record 5
64
Properties=species:S:1:pos:R:3:forces:R:3 method="wB97M-V/def2-TZVPD" smiles="CN(C1CCCCC1)S(=O)(=O)c1ccc(C(=O)N2CCN(c3nc4ccccc4s3)CC2)cc1" e_homo_ev=-8.064 spin_multiplicity=1 homo_lumo_gap_ev=8.5
H -0.426465 0.904872 4.153071 0.0626 0.0358 -0.0311
C 1.016178 2.465029 -5.703502 0.1666 0.1327 -0.1160
C -2.017645 3.149702 -0.773205 0.0578 0.0707 0.0260
C 0.108102 0.246837 -5.696245 -0.0492 -0.1988 0.0310
H 2.054854 -2.441640 3.217441 0.0857 0.0841 0.0813
H 1.796243 -1.109680 -5.404842 -0.0837 -0.0161 0.0374
H -0.548070 -1.382568 7.139208 0.0397 -0.0039 0.0804
C -0.437729 -2.519271 4.621854 -0.2967 0.0375 -0.1759
C -1.567878 -2.549639 5.646782 0.2905 0.0062 0.1860
N -0.093951 1.625305 -5.294168 -0.1004 -0.0744 -0.3072
O 0.514497 -3.381748 1.400308 0.2240 0.1156 -0.0507
N -1.149373 0.794558 -3.392242 0.1508 -0.7077 -0.4900
C 0.806340 -1.134832 0.062482 -0.1247 -0.2381 0.4405
H -3.132118 0.302868 0.689276 -0.0514 -0.0520 0.0992
H -1.481231 -1.177586 3.313020 -0.0255 0.0436 0.2558
C 2.401777 1.114618 -3.167613 0.1564 -0.1339 0.0145
C -0.509202 -1.221467 3.814743 -0.3109 -0.0344 0.3477
H 3.136881 2.370613 -5.182783 -0.0709 -0.0912 -0.1542
C -1.680079 1.205270 -2.202718 -0.2484 0.7467 0.4603
N 2.142001 0.712121 -4.443092 0.1095 0.0241 -0.1778
H -1.433954 0.815212 6.435893 -0.0738 0.0356 -0.0465
H 0.570056 -0.039454 5.267024 0.0937 0.0371 0.0259
C 1.845417 -1.387579 3.011716 0.4453 -0.1780 0.0408
H 0.522281 -2.579136 5.140019 0.0869 -0.0479 -0.0017
H 1.636260 -2.881684 -0.809833 0.0830 -0.1225 -0.0400
H -0.513875 -3.367225 3.938183 0.0717 -0.0665 0.0595
H 2.146571 -0.776227 3.858762 -0.0038 0.0557 -0.0135
S -0.755627 3.366751 -3.289457 -0.0253 -0.3773 0.0199
H -2.306603 -1.355275 7.284800 0.0486 -0.0021 0.0784
C -1.519879 -0.042547 5.765420 0.2825 -0.0374 0.1923
H -2.477298 0.031092 5.245744 -0.0821 0.0613 -0.0130
C 1.226496 0.940204 -1.026783 0.1108 -0.0818 -0.0230
C 0.666592 0.238577 0.024089 0.0435 0.1285 -0.0185
N 0.448398 -1.159450 2.718130 -0.3508 -0.3394 -1.0490
C -0.387022 -0.012622 4.742151 -0.2123 -0.0408 -0.2709
H 0.807485 -0.812191 -3.950494 0.0566 0.0414 -0.2017
H 2.644992 1.167737 -6.402491 -0.0068 0.0373 0.0162
C 2.342654 1.691977 -5.493221 0.2153 0.2231 0.0312
C 2.074889 -1.111601 -1.963396 -0.0306 0.1866 0.0472
H 2.652468 -1.630972 -2.713627 -0.0030 -0.0692 -0.0849
H 1.146058 2.015421 -1.077576 -0.0316 0.0845 -0.0164
C -1.563742 2.588790 -1.950986 -0.0099 -0.2921 -0.1690
C -0.632443 1.766465 -4.054398 -0.2488 0.6851 0.3579
C 1.242829 -0.353514 -4.836534 -0.2244 -0.3091 -0.0437
H 1.008876 3.378229 -5.107774 0.0656 -0.0349 -0.0895
H -1.921018 4.209870 -0.596294 -0.0112 0.1059 0.0759
H -2.336505 -0.676209 -1.417923 0.0126 -0.1656 -0.0255
H -0.816780 -0.305174 -5.535610 0.1061 -0.0348 -0.0989
H -2.526995 -2.541525 5.125114 -0.0861 -0.0511 -0.0139
H -1.511808 -3.469383 6.232447 -0.0826 -0.0306 -0.0446
H 0.889184 2.731223 -6.757114 0.0620 0.0614 0.0834
H -2.946275 2.730794 1.098346 -0.0416 0.0269 0.0814
C -1.480446 -1.338190 6.571256 -0.3078 -0.0005 -0.1303
H 2.420605 -1.085775 2.136484 0.1952 0.0137 0.1026
C -2.259974 0.384154 -1.243352 -0.0148 0.0807 -0.1276
C -2.705311 0.945898 -0.064099 -0.0499 -0.0520 0.0143
O -1.431056 -1.895619 1.199119 -0.2022 0.2148 0.0902
C 1.525317 -1.812684 -0.902782 -0.0002 -0.2444 0.0576
O 3.009504 2.144556 -2.939854 -0.0158 0.2522 0.1722
H 0.355949 0.244574 -6.759260 -0.0244 -0.0114 0.0325
S -0.014913 -2.044234 1.368691 0.2861 0.2979 -0.1351
C 1.894198 0.265578 -2.046551 -0.0079 -0.0511 0.3407
C -2.589332 2.312508 0.169018 -0.0392 0.0995 0.1253
H 0.120643 0.735295 0.809229 -0.0599 0.1649 0.0546

Record 6
81
Properties=species:S:1:pos:R:3:forces:R:3 method="wB97M-V/def2-TZVPD" e_homo_ev=-11.509 spin_multiplicity=1 homo_lumo_gap_ev=9.3 total_charge=+1
C -2.305146 -2.562420 -0.614322 -0.0208 -0.1680 -0.3017
H 1.303088 -4.257190 -1.889680 0.0198 0.0063 0.0088
H 2.079012 -4.373535 -0.296068 0.0012 -0.0341 -0.0116
H 0.694083 -5.384061 -0.694773 -0.0298 0.0133 -0.0031
C 1.721059 1.714511 -2.927570 -0.0762 -0.0732 -0.1811
N -0.898830 1.890050 -1.229177 0.1603 -0.2088 0.8284
H 2.726053 -1.306007 -0.349258 0.0900 -0.0575 0.0322
C -2.421513 -3.058930 6.824774 0.0209 -0.0338 0.0519
N -0.598837 -1.176909 2.835124 -0.3643 -0.4078 0.7994
H -0.809668 -4.852096 0.979195 -0.0122 0.0143 -0.0231
C 0.453008 3.907627 -1.250935 -0.0173 -0.0676 0.0151
H -2.513555 -3.042037 0.340602 0.0247 0.0883 0.0697
H 2.247268 -2.544981 -1.447777 -0.0139 -0.0002 0.0135
C -3.495178 -2.882535 -1.528987 0.0205 -0.0131 0.1266
H -0.719400 -2.679118 -2.092741 0.0067 -0.1063 -0.0553
C 1.891791 -1.646341 -0.954012 -0.1208 0.2949 -0.1550
H -0.645451 -3.150699 5.616958 -0.0178 -0.0332 0.0169
C 2.744021 1.078594 -0.762673 -0.1967 -0.1009 0.1277
H -3.706265 -3.949369 -1.463723 -0.0030 -0.0057 -0.0217
H 1.097038 3.332751 -0.591034 0.1442 -0.0647 0.0295
C 1.656241 -0.637892 -2.093700 -0.1265 -0.0037 0.1845
C 2.309024 1.104380 -4.200135 0.0177 0.1408 0.0383
C -1.041976 -3.209112 -1.191538 0.0176 0.1801 0.2567
C -2.150806 -0.353276 -1.592589 0.1468 0.0512 0.1081
H 1.069843 4.555252 -1.873573 -0.0121 -0.0187 -0.0080
H 2.367755 1.877363 -4.966320 0.0261 -0.0103 -0.0195
H 2.375665 2.542894 -2.657629 -0.0219 0.0099 0.1394
H -1.178652 4.770872 -3.064092 0.0133 0.0002 0.0015
H -2.284239 4.099849 -1.868611 0.0046 0.0242 -0.0102
H -4.290521 -2.742819 7.825704 0.0180 -0.0049 0.0044
H -0.294056 1.542163 -3.699225 -0.0660 0.0448 -0.0582
C -3.277223 -1.047714 5.081536 0.1376 0.0607 -0.0899
H -3.582612 -0.260896 4.403553 -0.0237 -0.0236 -0.0338
H -0.937153 -3.229035 1.651681 -0.0710 0.0417 0.1333
C -1.242017 -1.367787 3.770243 0.3461 0.0813 -0.3425
C -0.284069 -3.907040 1.116270 0.1166 0.1623 -0.0566
H 3.318579 0.728834 -4.033208 -0.0089 -0.0217 -0.0344
C -3.260470 -0.665562 0.576038 -0.0226 0.2150 0.1117
H 0.591266 -4.097898 1.741213 -0.0134 -0.0029 0.0133
H -1.327003 -4.214506 -1.508801 -0.0027 0.0044 -0.0552
C -2.835204 0.446203 1.557564 -0.2175 0.2878 -0.1084
C 2.314011 0.715266 0.683655 -0.0203 -0.0622 -0.3322
C -2.045370 -1.683605 4.896505 -0.2800 -0.1826 0.4482
O -1.653108 0.912186 1.357283 -0.8298 0.9097 -0.0909
C -4.076777 -1.441386 6.139639 0.0029 0.0076 0.0271
C 1.122682 -4.390360 -0.821901 -0.0063 0.0844 -0.0599
H 0.707422 -0.860394 -2.590590 0.0330 -0.0375 -0.0972
C -3.654233 -2.442953 7.003445 -0.0254 0.0264 -0.0154
C 0.154099 -3.347657 -0.239130 -0.0213 -0.3151 -0.1471
H 3.674085 0.549195 -0.994647 0.0215 -0.0145 0.0493
O 3.159683 0.503574 1.528050 0.0118 0.0438 -0.1160
H -2.121666 3.348409 -3.470425 -0.0173 0.0013 0.0104
H -4.133777 -0.319746 0.013416 -0.0096 -0.0083 0.0108
H -2.960856 1.576434 -1.034130 0.0078 0.1008 0.0513
H -4.400150 -2.354960 -1.225208 0.0010 0.0078 -0.0229
N 1.682124 0.796768 -1.744356 0.0250 0.2133 0.0449
H -3.059300 -0.609854 -2.146205 0.0396 0.0253 -0.0083
C 0.342692 2.325254 -3.269067 0.1508 -0.1720 0.2718
H 1.687632 0.297552 -4.591588 0.0366 0.0055 -0.0264
H 2.450684 -0.858407 -2.815128 -0.0326 -0.0242 0.0376
C -1.580987 3.841840 -2.662773 -0.0293 -0.1663 0.0097
H -1.304110 -0.717054 -2.176575 -0.0432 0.0110 -0.0383
H -3.598483 -1.494473 1.198126 0.0279 -0.1005 -0.1130
H -3.286014 -2.654734 -2.574624 -0.0278 -0.0399 -0.0073
C -2.142622 1.178994 -1.629108 -0.1886 -0.4514 0.1062
H -2.348879 1.433940 -2.664787 0.0305 -0.0032 -0.0284
H -1.032549 2.204113 -0.258347 0.0074 0.0069 -0.0414
C -1.610066 -2.685839 5.772009 0.0375 0.0941 -0.1442
H -5.033115 -0.959413 6.289451 0.0073 -0.0045 0.0127
O -3.616647 0.775875 2.430147 -0.0293 -0.0809 -0.0983
Mg -0.407043 -0.432347 0.955198 -0.1996 -0.9859 -0.5163
H 0.494549 3.066236 -4.055696 -0.0131 -0.0161 -0.0217
H 1.202402 -2.017965 0.898390 0.2104 -0.2602 -0.1725
N 0.774397 -1.993306 -0.030527 0.2854 -0.3775 0.2360
O 1.036732 0.633646 0.838376 1.2815 1.1052 -0.1297
H 2.996550 2.137139 -0.771020 -0.1048 0.0898 -0.0178
N -2.152965 -1.101239 -0.304043 -0.2343 0.1443 -0.2645
C -0.420466 3.007304 -2.122105 0.0815 0.3874 -0.3258
H -0.175186 4.543884 -0.625471 -0.0007 -0.0064 0.0111
H -2.092594 -3.831089 7.506560 -0.0119 0.0071 0.0055
H -0.027591 1.289013 -1.163778 -0.0473 -0.2236 -0.0387

Record 7
8
Properties=species:S:1:pos:R:3:forces:R:3 method="wB97M-V/def2-TZVPD" smiles="O=P(Cl)(Cl)OP" e_homo_ev=-10.608 spin_multiplicity=1 homo_lumo_gap_ev=10.4
O -0.120860 0.211282 -0.727746 0.6127 -0.2685 0.6612
P 0.978894 0.344250 0.383327 1.1560 -2.6741 -2.3149
Cl 2.383852 1.492363 -0.452463 -0.2693 -0.3404 0.0373
H -2.142338 0.369748 -1.221864 -0.7479 -0.6825 0.3243
Cl 1.818973 -1.715133 0.325778 -0.7432 2.2146 0.0981
P -1.531251 -0.799319 -0.671819 0.3686 0.8145 -0.7530
H -1.967995 -0.632453 0.670940 0.1562 0.4114 -0.0917
O 0.580723 0.729259 1.693848 -0.5331 0.5250 2.0387

Record 8
18
Properties=species:S:1:pos:R:3:forces:R:3 method="wB97M-V/def2-TZVPD" e_homo_ev="-8.016 / -8.016" spin_multiplicity=1 homo_lumo_gap_ev="8.1 / 8.1"
C 1.240674 -0.423447 -1.249658 0.2529 -2.0077 -0.5310
H -3.207767 -0.276006 -0.342001 2.4820 -1.6783 -0.8997
H 1.562661 -0.958587 -2.096333 0.3497 -0.5710 -1.1746
C 1.379203 0.886693 -1.309861 -0.6971 1.5903 2.4482
N -2.252837 -0.777453 -0.666070 -3.5684 0.8700 -0.6482
C 1.344693 -0.911757 0.931889 -3.8373 -1.2639 3.7547
H 0.748797 -0.060083 1.438303 0.5298 -1.4280 -0.8689
H -2.034589 1.132458 0.922141 1.1042 0.0949 -0.3242
C -0.005704 1.801332 0.414448 4.0927 0.5433 -3.1577
H 0.017029 2.580839 1.079402 -0.6463 1.6713 1.9540
N 1.081999 1.871503 -0.337592 -1.2945 -1.0176 0.7178
H 2.288907 -0.568071 0.878466 3.4723 0.9635 -0.1446
N -1.206700 0.055903 -0.624813 0.5384 0.0736 0.2727
C -1.112026 0.985813 0.275360 -4.2028 -2.5052 -0.3836
H 1.978231 1.311887 -2.063580 0.4184 0.0594 -1.2563
H 1.250377 -1.818578 1.591376 0.3532 1.0237 -0.3174
H -2.393424 -1.331949 -1.591173 0.6705 1.7387 2.2138
O 0.892438 -1.349276 -0.287813 -0.0177 1.8429 -1.6549

What did we get for energy? Answer: -358.6306; -1079.9163; -914.3409; -456.5249; -2211.8112; -1830.0311; -1754.8579; -435.2616 hartree, in the order shown.
What did we get for max |F|? Answer: 3.828; 4.718; 0.611; 0.498; 1.157; 1.697; 3.721; 5.515 eV Å⁻¹, in the order shown.